A 9-piece molecular cluster, C6H27NO9 overall in a non-equilibrium geometry. Source: OMol25; level of theory: wB97M-V/def2-TZVPD.

XYZ file:
```
43
Properties=species:S:1:pos:R:3:forces:R:3
C -1.0767 -0.6656 0.3827 -1.9 -0.2 0.4
C -0.2756 -0.6766 -0.8823 1.3 1.1 -0.1
C 0.0509 -2.0747 -1.3968 0.0 0.3 -1.9
C 1.5334 -2.0745 -1.8148 0.6 -0.9 1.2
C 2.1744 -0.9123 -1.0623 1.6 -0.8 0.2
N 1.0964 -0.0212 -0.7182 0.0 0.4 1.2
C 1.3560 1.0318 0.1113 -1.5 -0.3 -2.3
O 0.4469 1.7074 0.5874 0.4 0.4 0.7
H -1.9801 -1.2955 0.2880 0.6 -0.3 -0.2
H -0.5746 -0.9664 1.2947 0.4 -0.2 -0.1
H -1.5622 0.2792 0.5743 0.3 0.7 0.0
H -0.7238 -0.0373 -1.6524 -0.4 -0.4 0.1
H -0.2758 -2.8382 -0.7081 0.4 -0.2 0.4
H -0.4533 -2.2621 -2.3537 -0.5 0.1 0.4
H 1.7121 -2.0763 -2.8861 -0.3 0.5 -0.1
H 2.0134 -2.9937 -1.4710 0.0 0.0 0.0
H 3.0222 -0.4700 -1.6042 -0.6 0.4 -0.4
H 2.7038 -1.2517 -0.1568 -0.6 -0.2 0.0
H 2.3984 1.3628 0.0779 0.2 -0.2 0.5
O 0.7238 -2.7521 2.4837 0.4 -1.1 -0.2
H 0.8469 -1.9951 3.0659 -0.7 0.1 0.5
H 0.6392 -3.5396 3.0520 0.1 0.7 -0.3
O -1.4229 2.1344 -3.1891 1.8 0.4 -1.3
H -1.2145 2.5044 -2.3319 -0.9 -0.1 0.4
H -2.2773 1.7431 -3.3002 -0.9 0.0 0.9
O -0.7578 1.8548 3.1486 -0.8 0.1 -0.4
H -1.4712 1.7708 2.4924 0.1 0.0 0.5
H -0.0653 2.2457 2.6047 0.4 -0.1 -0.1
O 0.3791 0.1908 -4.0925 0.1 0.5 0.7
H 0.8393 0.0880 -3.2307 -0.5 0.3 -0.9
H -0.1859 1.0032 -3.9888 0.6 -0.9 0.2
O -3.5385 1.2522 -1.5844 -0.3 -0.3 -0.3
H -2.9804 1.4464 -0.8352 0.3 0.3 0.3
H -4.4332 1.2742 -1.2385 -0.1 0.0 0.0
O -1.7477 3.6110 0.0017 0.2 0.5 -0.3
H -1.2115 3.0500 0.5792 0.4 0.3 -0.4
H -1.1794 4.3504 -0.3077 -0.4 -0.9 0.5
O 0.1350 -0.6077 4.0109 -0.4 0.4 0.4
H -0.0660 -0.5916 4.9584 0.2 -0.1 -0.3
H -0.4029 0.1326 3.6480 0.5 -0.1 0.1
O 2.9962 -0.8423 2.3793 -0.4 -0.7 0.0
H 2.5976 -1.7295 2.4300 0.7 -0.1 -0.3
H 2.2115 -0.3594 2.6348 -0.2 0.9 0.3
```
Positions in Å, forces in eV/Å.

Calculated values
LUMO in eV: 0.209
Highest occupied orbital energy in eV: -9.514
F_max in eV Å⁻¹: 2.774
Kohn-Sham gap in eV: 9.723
DFT total energy in Eh: -976.73371
SMILES: C[C@@H]1CCCN1C=O.O.O.O.O.O.O.O.O
Energy relative to the best compared isomer or geometry (same formula, charge and spin) in kcal/mol: 0.0
Net charge: 0

***

C33H35N2OsP2SSi as an isolated structure in a non-equilibrium geometry. Source: OMol25; level of theory: wB97M-V/def2-TZVPD.

XYZ file:
```
75
Properties=species:S:1:pos:R:3:forces:R:3
Os 0.6154 -1.1868 -0.3868 0.3 1.7 0.8
C 5.8690 -1.6482 4.4066 -1.4 0.4 -1.3
Si 4.0257 -1.6714 3.7900 1.8 -0.8 1.9
C 3.2113 -0.0495 4.2610 -0.4 -0.5 -0.1
C 3.3814 -3.3349 4.4626 -0.6 1.2 -0.6
C 3.9187 -1.6936 1.8816 0.1 0.0 0.0
C 5.0726 -1.6076 1.0925 -0.2 0.0 0.3
C 4.9956 -1.4943 -0.2895 -0.2 -0.1 -0.2
C 3.7547 -1.4668 -0.8945 0.3 -0.2 -0.5
N 2.6351 -1.5563 -0.1653 -0.5 0.3 -0.6
C 2.7184 -1.6829 1.1797 0.4 -0.2 0.9
S 1.0677 -1.7770 1.7881 -0.3 0.7 -1.5
H 5.8776 -1.7122 5.4954 0.0 0.0 -0.1
H 6.3072 -0.6977 4.0837 0.4 -0.3 0.2
H 6.3913 -2.5100 3.9835 0.2 0.2 0.1
H 3.2512 0.1118 5.3405 0.0 -0.1 -0.1
H 2.1622 -0.0670 3.9502 -0.1 0.2 0.1
H 3.7038 0.7966 3.7791 0.1 -0.1 0.0
H 3.5351 -3.3734 5.5430 -0.1 0.0 -0.1
H 3.9021 -4.1757 4.0051 0.0 0.1 -0.1
H 2.3087 -3.3905 4.2389 0.1 -0.4 0.3
H 6.0493 -1.6243 1.5615 0.0 0.0 0.1
H 5.8877 -1.4147 -0.8939 0.0 0.0 0.0
H 3.6597 -1.3767 -1.9687 -0.1 0.1 0.0
C -1.3207 0.9404 1.6332 -0.2 0.4 0.2
N -1.4014 0.8139 0.1544 1.5 -0.2 0.4
P -1.7475 -0.8047 -0.4156 -1.7 -0.1 -0.3
C -2.9958 -1.5401 0.6561 0.7 -0.1 0.1
C -4.1192 -0.8040 1.0353 0.0 0.1 0.0
C -5.1587 -1.4438 1.6853 0.0 0.1 -0.1
C -5.0977 -2.8135 1.9190 0.0 -0.1 0.0
C -3.9769 -3.5426 1.5491 0.0 0.0 0.0
C -2.9188 -2.9064 0.9168 0.2 0.1 0.2
C -2.7601 -0.4807 -1.8934 0.5 -0.1 -0.2
C -3.4504 0.7218 -2.0362 0.1 0.0 0.1
C -4.2629 0.9194 -3.1405 -0.1 0.0 0.0
C -4.3919 -0.0758 -4.1004 -0.1 0.0 0.0
C -3.7142 -1.2782 -3.9533 0.0 -0.1 0.0
C -2.9038 -1.4847 -2.8489 0.2 -0.1 0.1
P 0.0978 1.3012 -0.6228 -2.1 -1.2 -1.1
C -0.0972 1.1203 -2.4160 0.7 0.1 0.5
C -0.4740 2.1702 -3.2487 -0.1 0.2 0.1
C -0.5767 1.9628 -4.6163 -0.1 0.0 0.0
C -0.3058 0.7167 -5.1622 0.0 0.1 0.1
C 0.1117 -0.3298 -4.3448 0.1 -0.4 0.0
C 0.2364 -0.1061 -2.9928 -0.1 0.3 0.2
C 0.2055 3.0761 -0.3467 1.0 -0.6 0.4
C -0.8617 3.8045 0.1759 -0.3 -0.1 0.1
C -0.7739 5.1860 0.2034 -0.1 0.0 0.0
C 0.3711 5.8284 -0.2535 0.0 0.0 0.0
C 1.4355 5.0952 -0.7651 0.1 0.0 0.0
C 1.3650 3.7145 -0.7979 0.1 0.0 -0.1
H -2.2978 1.2022 2.0358 0.0 -0.1 -0.1
H -0.6182 1.7277 1.9088 0.0 0.0 0.0
H -0.9973 0.0154 2.1168 0.0 -0.1 0.0
H -4.1884 0.2528 0.8081 -0.1 0.0 0.0
H -6.0318 -0.8784 1.9814 0.0 0.0 0.0
H -5.9405 -3.3182 2.3715 0.0 0.0 0.1
H -3.9262 -4.6041 1.7484 0.0 0.0 0.0
H -2.0354 -3.4682 0.6332 0.0 -0.1 0.0
H -3.3567 1.4995 -1.2898 0.0 0.1 0.0
H -4.8042 1.8499 -3.2498 0.0 0.0 0.0
H -5.0408 0.0767 -4.9525 0.0 0.0 0.0
H -3.8201 -2.0553 -4.6985 0.0 0.0 0.0
H -2.3863 -2.4308 -2.7255 0.0 0.0 -0.1
H -0.6900 3.1476 -2.8397 0.0 0.0 0.0
H -0.8692 2.7822 -5.2590 0.0 0.0 0.0
H -0.3931 0.5545 -6.2280 0.0 0.0 0.0
H 0.3456 -1.2967 -4.7697 0.0 0.0 0.0
H 0.6531 -0.9329 -2.3795 0.2 -0.4 -0.1
H -1.7604 3.3127 0.5198 0.0 0.0 0.0
H -1.6053 5.7664 0.5797 0.0 0.0 0.0
H 0.4375 6.9070 -0.2066 0.0 0.0 0.0
H 2.3197 5.5991 -1.1300 0.0 0.0 0.0
H 2.1905 3.1332 -1.1925 0.0 0.1 0.0
```
Positions in Å, forces in eV/Å.

Calculated values
LUMO (spin up / spin down) in eV: -12.365 / -12.525
Highest occupied orbital energy (spin up / spin down) in eV: -16.603 / -16.603
F_max in eV Å⁻¹: 2.750
Kohn-Sham gap (spin up / spin down) in eV: 4.238 / 4.078
DFT total energy in Eh: -2848.05312
Energy relative to the best compared isomer or geometry (same formula, charge and spin) in kcal/mol: 72.4
Net charge: +3

***

C4H4Br2F3NO2 as an isolated structure in a non-equilibrium geometry. Source: OMol25; level of theory: wB97M-V/def2-TZVPD.

XYZ file:
```
16
Properties=species:S:1:pos:R:3:forces:R:3
C 0.2182 -0.9589 0.3930 -2.6 -3.3 -0.3
C -0.1965 -3.0355 -0.8521 -1.2 -0.1 -1.2
C 0.6649 1.2598 1.2656 0.2 1.6 -1.5
C -0.7592 2.7950 -0.4211 1.2 -1.3 0.9
N 0.7436 0.2561 0.3494 2.5 -0.2 -2.5
O -0.4397 -1.3759 1.3029 -0.3 -0.6 0.8
O 0.3484 -1.6991 -0.7754 0.9 1.2 0.9
F -1.9534 3.0648 0.0702 0.1 0.1 -0.6
F -0.7832 2.1633 -1.5992 -0.5 0.3 0.4
F 0.0116 3.8526 -0.5066 -0.2 0.6 -0.1
Br 2.2852 2.2492 1.4252 -0.1 -0.1 0.1
Br -0.4355 1.1879 2.6903 -0.7 0.0 1.1
H -1.2980 -2.9698 -1.1217 1.1 0.1 0.8
H -0.0736 -3.7242 0.0482 0.3 1.2 -1.3
H 0.2433 -3.3684 -1.8371 -0.1 -0.3 1.5
H 1.4237 0.3030 -0.4313 -0.6 0.8 0.8
```
Positions in Å, forces in eV/Å.

Calculated values
LUMO (spin up / spin down) in eV: -0.386 / -0.172
Highest occupied orbital energy (spin up / spin down) in eV: -9.252 / -7.843
F_max in eV Å⁻¹: 4.208
Kohn-Sham gap (spin up / spin down) in eV: 8.865 / 7.671
DFT total energy in Eh: -5807.56484
Energy relative to the best compared isomer or geometry (same formula, charge and spin) in kcal/mol: 57.2
Net charge: 0

***

C41H68NO6PPt as an isolated structure. Source: OMol25; level of theory: wB97M-V/def2-TZVPD.

XYZ file:
```
118
Properties=species:S:1:pos:R:3:forces:R:3
Pt -0.4001 -0.4651 0.1041 -0.3 0.4 0.2
C -0.1312 6.9207 0.1833 0.0 0.0 0.0
C -0.9888 6.2303 -0.8897 0.0 0.0 0.0
C -2.2796 7.0352 -1.0509 0.0 0.0 0.0
C -0.2371 6.2742 -2.2277 0.0 0.0 0.0
C -1.2567 4.7812 -0.4731 0.0 0.0 0.1
C -0.1807 3.8992 -0.3596 0.1 -0.3 0.0
C -0.3261 2.5869 0.1005 -0.1 0.2 0.1
N 0.6536 1.6241 0.3415 0.2 -0.6 -0.2
C 1.9294 1.8325 0.6620 -0.1 0.1 0.1
C 2.6123 3.0787 0.7497 -0.1 0.0 0.1
C 3.9815 3.1737 0.8386 0.0 -0.1 0.2
C 4.7440 1.9805 0.8993 0.0 0.0 0.2
C 4.1673 0.7396 1.0209 0.2 0.2 0.2
C 2.7176 0.6272 1.0393 0.0 -0.1 -0.2
O 2.1501 -0.4299 1.3473 0.0 0.2 0.3
C 4.9999 -0.5343 1.1723 -0.1 -0.1 0.0
C 6.5049 -0.2588 1.1144 0.0 0.0 -0.1
C 4.7210 -1.2178 2.5241 0.0 0.1 0.0
C 4.6388 -1.5041 0.0372 0.0 0.0 0.1
C 4.6283 4.5569 0.9336 0.0 0.0 0.0
C 4.2529 5.2004 2.2786 0.0 0.0 0.0
C 4.1341 5.4636 -0.2027 0.0 0.0 0.0
C 6.1538 4.4940 0.8481 0.0 0.0 0.0
C -1.6553 2.1035 0.3305 0.1 0.0 -0.2
O -1.8424 0.8454 0.6175 -0.2 -0.2 0.2
C -2.7552 2.9810 0.2160 0.0 0.1 0.0
C -2.5220 4.3080 -0.1508 0.0 0.0 0.0
C -4.1768 2.4435 0.4114 0.0 0.0 0.0
C -4.3492 1.8369 1.8129 0.1 0.0 0.0
C -5.2360 3.5369 0.2517 0.0 0.0 0.0
C -4.4554 1.3659 -0.6509 0.0 0.0 0.0
H 0.0611 7.9680 -0.0792 0.0 0.0 0.0
H 0.8293 6.4134 0.2988 0.0 0.0 0.0
H -0.6402 6.8885 1.1497 0.0 0.0 0.0
H -2.0396 8.0527 -1.3734 0.0 0.0 0.0
H -2.8293 7.1008 -0.1087 0.0 0.0 0.0
H -2.9362 6.5843 -1.7994 0.0 0.0 0.0
H -0.0658 7.3114 -2.5368 0.0 0.0 0.0
H -0.8158 5.7694 -3.0051 0.0 0.0 0.0
H 0.7335 5.7799 -2.1612 0.0 0.0 0.0
H 0.7839 4.2242 -0.7136 0.2 0.0 0.1
H 2.0398 3.9878 0.7560 -0.2 0.1 -0.1
H 5.8213 2.0537 0.8787 0.0 0.0 0.0
H 6.8194 0.4404 1.8946 0.0 0.0 0.0
H 6.8090 0.1429 0.1430 0.0 0.0 0.0
H 7.0404 -1.2001 1.2703 0.0 0.0 0.0
H 4.9581 -0.5390 3.3504 0.0 0.0 0.0
H 5.3476 -2.1117 2.6193 0.0 0.0 0.0
H 3.6734 -1.4992 2.5982 0.0 0.0 0.0
H 4.9140 -1.0828 -0.9339 0.0 -0.1 0.0
H 3.5677 -1.7117 0.0287 0.2 0.0 0.1
H 5.1717 -2.4546 0.1610 0.0 0.0 0.0
H 3.1693 5.2996 2.3698 0.0 0.0 0.0
H 4.7033 6.1958 2.3761 0.0 0.0 0.0
H 4.6008 4.5759 3.1056 0.0 0.0 0.0
H 3.0523 5.6012 -0.1638 0.0 0.0 0.0
H 4.3814 5.0270 -1.1738 0.0 0.0 0.0
H 4.6014 6.4528 -0.1340 0.0 0.0 0.0
H 6.5786 3.9010 1.6606 0.0 0.0 0.0
H 6.5637 5.5060 0.9198 0.0 0.0 0.0
H 6.4801 4.0600 -0.1008 0.0 0.0 0.0
H -3.3648 4.9794 -0.2252 0.0 0.0 0.0
H -4.1583 2.5933 2.5811 0.0 0.0 0.0
H -3.6526 1.0126 1.9597 0.0 0.0 0.0
H -5.3741 1.4686 1.9379 0.0 0.0 0.0
H -5.0942 4.3434 0.9771 0.0 0.0 0.0
H -6.2246 3.1003 0.4203 0.0 0.0 0.0
H -5.2254 3.9692 -0.7531 0.0 0.0 0.0
H -3.7358 0.5539 -0.5626 0.0 0.0 0.0
H -4.3727 1.7960 -1.6533 0.0 0.0 0.0
H -5.4674 0.9606 -0.5285 0.0 0.0 0.0
C -0.6256 -3.7169 1.3893 0.0 0.1 0.0
C -1.8688 -2.8138 1.3642 0.1 -0.1 -0.2
C -3.1231 -3.6847 1.2241 0.0 0.0 0.0
C -1.9452 -2.0546 2.7022 0.0 0.0 0.0
C -1.8051 -1.8329 0.2100 0.3 0.1 0.1
H -0.5937 -4.3095 2.3126 0.0 0.0 0.0
H 0.2800 -3.1135 1.3195 0.0 0.0 0.0
H -0.6296 -4.4023 0.5360 0.0 0.1 0.0
H -3.2133 -4.3858 2.0631 0.0 0.0 0.0
H -3.0854 -4.2629 0.2954 0.0 0.0 0.0
H -4.0221 -3.0595 1.2007 0.0 0.0 0.0
H -1.9663 -2.7627 3.5410 0.0 0.0 0.0
H -2.8444 -1.4320 2.7453 0.0 0.0 0.0
H -1.0796 -1.3989 2.8083 0.0 0.0 0.0
H -2.7892 -1.5073 -0.1399 -0.1 0.0 0.0
C 1.5818 1.5226 -3.4382 -0.1 -0.1 0.1
C 2.7254 0.6977 -2.8535 0.0 0.1 -0.2
C 3.7149 1.6093 -2.1435 0.1 -0.1 -0.1
C 3.4342 -0.1029 -3.9432 0.0 -0.1 0.1
O 2.1810 -0.1333 -1.8212 0.1 -0.2 0.0
P 1.6772 -1.6515 -1.8904 -0.1 0.1 -0.1
O 2.7148 -2.6229 -2.3094 0.0 -0.1 0.0
O 0.9904 -1.8926 -0.5625 -0.1 0.2 -0.1
O 0.5603 -1.5029 -3.0596 0.0 0.1 -0.2
C -0.0570 -2.6264 -3.6975 -0.1 -0.1 0.0
C -1.3310 -2.0569 -4.3055 -0.1 0.0 0.1
C -0.4015 -3.7218 -2.6917 0.1 0.0 0.1
C 0.8665 -3.1684 -4.7876 0.1 0.0 0.0
H 1.9587 2.2003 -4.2090 0.0 0.0 0.0
H 1.1082 2.1053 -2.6441 0.0 0.0 0.0
H 0.8291 0.8609 -3.8685 0.0 0.0 0.0
H 4.1564 2.3142 -2.8544 0.0 0.0 0.0
H 4.5100 1.0157 -1.6841 -0.1 0.1 -0.1
H 3.2141 2.1630 -1.3487 0.1 -0.1 -0.3
H 3.8297 0.5903 -4.6897 0.0 0.0 0.0
H 2.7488 -0.8011 -4.4258 0.0 0.1 0.0
H 4.2519 -0.6883 -3.5182 0.0 0.0 0.0
H -1.9594 -1.6429 -3.5135 0.0 0.0 0.0
H -1.8834 -2.8375 -4.8364 0.0 0.0 0.0
H -1.0832 -1.2563 -5.0065 0.0 0.0 0.0
H -0.9010 -3.2882 -1.8232 -0.1 0.0 0.0
H 0.5071 -4.2173 -2.3394 0.0 0.0 0.0
H -1.0549 -4.4627 -3.1597 0.0 0.0 0.0
H 0.9907 -2.4282 -5.5840 0.0 0.0 0.0
H 0.4427 -4.0806 -5.2178 0.0 0.0 0.0
H 1.8436 -3.3874 -4.3542 -0.1 0.0 0.0
```
Positions in Å, forces in eV/Å.

Calculated values
Expectation value of S²: 2.0345
LUMO (spin up / spin down) in eV: 4.180 / 4.178
Highest occupied orbital energy (spin up / spin down) in eV: -0.561 / -1.496
F_max in eV Å⁻¹: 0.670
2S+1: 3
Kohn-Sham gap (spin up / spin down) in eV: 4.740 / 5.674
DFT total energy in Eh: -2570.10947
Energy relative to the best compared isomer or geometry (same formula, charge and spin) in kcal/mol: 15.8
Net charge: -2

***

An isolated ion of composition C4H6NS and charge +1 in a non-equilibrium geometry. Source: OMol25; level of theory: wB97M-V/def2-TZVPD.

XYZ file:
```
12
Properties=species:S:1:pos:R:3:forces:R:3
C -1.3787 1.0393 0.6134 0.7 -1.5 -1.1
C -0.0055 0.7052 0.6364 -2.6 -2.5 -3.6
C -2.0546 0.2586 -0.3838 0.7 2.0 2.4
C 1.8858 -0.9063 -0.2914 -2.6 -0.6 -2.0
N 0.2995 -0.2839 -0.3009 1.7 0.0 1.9
S -1.0535 -0.8619 -1.0626 0.6 -0.1 -0.7
H -1.8712 1.7004 1.3119 0.1 0.2 -0.3
H 0.8315 1.1033 1.0589 1.7 1.3 1.7
H -3.0901 0.4786 -0.6112 0.0 -0.7 -0.3
H 2.1591 -0.5630 0.6951 0.9 0.3 -0.4
H 1.9388 -2.0211 -0.3724 -0.9 0.8 0.7
H 2.3389 -0.6492 -1.2933 -0.2 0.9 1.7
```
Positions in Å, forces in eV/Å.

Calculated values
LUMO in eV: -4.808
Highest occupied orbital energy in eV: -14.979
F_max in eV Å⁻¹: 5.116
Kohn-Sham gap in eV: 10.171
DFT total energy in Eh: -608.64678
Energy relative to the best compared isomer or geometry (same formula, charge and spin) in kcal/mol: 10.4
Net charge: +1

***

C8H16N2PSV as an isolated structure in a non-equilibrium geometry. Source: OMol25; level of theory: wB97M-V/def2-TZVPD.

XYZ file:
```
29
Properties=species:S:1:pos:R:3:forces:R:3
C -1.3068 -0.4701 0.4970 -0.6 -1.4 2.1
C -1.3190 -1.8287 0.0957 -2.0 -0.2 0.6
C -1.3921 -2.2130 -1.2704 0.9 0.1 0.2
C -1.0881 -1.2427 -2.2524 -0.5 0.8 -0.7
C -0.7709 0.0746 -1.8705 -0.5 -1.2 -3.0
V 0.2297 -0.3163 -0.4036 3.0 0.4 0.0
P 1.3319 0.0621 2.0884 0.1 -0.6 0.6
H -1.5965 -0.2330 1.5146 -0.5 0.1 0.2
H -1.4410 -2.5796 0.8875 -0.4 -0.1 -0.5
H -1.7556 -3.2164 -1.5438 0.8 0.3 0.1
H -0.7543 0.8788 -2.6065 -0.3 -0.1 0.0
H -1.1246 -1.4763 -3.3265 -0.4 -0.3 0.3
H 2.5723 0.3421 2.7733 -0.3 -0.2 0.0
H 0.8714 -0.9751 2.9875 0.4 0.3 -0.2
H 0.6136 1.0669 2.7991 0.0 0.0 -0.2
C 2.8327 4.4060 1.4430 -0.2 0.0 0.1
N 1.6461 3.7284 0.9232 0.7 0.3 0.5
C 1.5815 2.8933 -0.1188 -1.6 0.0 -0.2
S 0.0892 1.9570 -0.1116 1.4 1.9 -0.1
N 2.4938 2.9421 -1.1063 0.0 0.3 0.4
C 3.1246 4.1970 -1.5528 -0.1 -0.3 0.0
H 3.7402 4.0806 0.9312 -0.2 0.0 0.1
H 2.9238 4.1342 2.5034 0.1 0.2 -0.3
H 2.7195 5.4958 1.3369 0.2 -0.2 0.1
H 0.8984 3.5609 1.5955 0.3 0.0 -0.4
H 2.3917 2.2122 -1.8071 -0.1 0.0 0.2
H 4.2197 4.1994 -1.4434 -0.3 -0.1 0.0
H 2.8811 4.3360 -2.6094 0.1 0.0 0.0
H 2.7048 5.0464 -1.0073 0.1 -0.2 -0.1
```
Positions in Å, forces in eV/Å.

Calculated values
Expectation value of S²: 3.7927
LUMO (spin up / spin down) in eV: 3.000 / 2.879
Highest occupied orbital energy (spin up / spin down) in eV: 0.373 / -3.406
F_max in eV Å⁻¹: 3.251
2S+1: 4
Kohn-Sham gap (spin up / spin down) in eV: 2.628 / 6.284
DFT total energy in Eh: -2107.21425
Net charge: -1